The following is a DFT calculation (the ωB97M-V functional and the def2-TZVPD basis) of a molecular structure, C20H38Ag4N2O8Zn at a distorted geometry.

HOMO energy (spin up / spin down) = -9.809 / -13.271 eV
gap between HOMO and LUMO (spin up / spin down) = 4.40 / 4.81 eV
expectation value of S² = 6.013
energy relative to the best compared isomer or geometry (same formula, charge and spin) = 0.236 eV

```
! RIJCOSX wB97M-V def2-TZVPD def2/J DEFGRID3
* xyz 2 5
Zn 3.376 4.489 -1.400
Ag -0.147 5.592 -2.042
Ag 2.615 3.663 -4.741
Ag 4.319 1.035 -1.218
Ag 2.372 2.960 1.060
C 2.535 6.053 -3.025
O 1.473 5.777 -3.695
O 2.458 6.357 -1.735
O 3.626 5.332 -3.280
C 1.665 2.550 -1.614
O 1.780 1.527 -0.834
O 1.181 3.699 -1.184
O 2.714 2.731 -2.431
C -0.800 -1.256 -2.046
C -0.313 -2.671 -1.746
C -0.798 -3.100 -0.358
C -2.294 -3.340 -0.214
C -2.700 -4.384 -1.263
C -2.216 -4.138 -2.712
N -0.815 -3.701 -2.654
O -0.182 -3.732 -3.843
C -2.324 -5.449 -3.451
C -3.116 -3.050 -3.306
C 1.219 -2.698 -1.716
H -0.330 -0.588 -1.328
H -1.868 -1.126 -1.885
H -0.589 -0.969 -3.076
H -0.254 -3.970 0.028
H -0.493 -2.335 0.366
H -2.830 -2.399 -0.350
H -2.491 -3.718 0.785
H -3.785 -4.505 -1.289
H -2.340 -5.355 -0.902
H -1.792 -6.242 -2.924
H -3.372 -5.745 -3.434
H -1.990 -5.374 -4.483
H -2.713 -2.673 -4.248
H -4.052 -3.532 -3.606
H -3.418 -2.281 -2.607
H 1.567 -3.711 -1.500
H 1.568 -1.950 -1.016
H 1.639 -2.529 -2.709
H 0.235 -4.615 -3.939
C 2.062 -0.152 1.865
C 1.022 0.539 2.768
C 1.683 0.871 4.091
C 0.925 1.964 4.857
C 0.610 3.175 3.962
C -0.196 2.826 2.721
N 0.461 1.691 2.053
O -0.048 1.411 0.824
C -1.626 2.459 3.163
C -0.289 4.045 1.810
C -0.105 -0.497 2.960
H 2.469 -1.060 2.295
H 1.676 -0.421 0.880
H 2.857 0.587 1.681
H 1.719 -0.023 4.703
H 2.655 1.338 3.900
H -0.016 1.562 5.249
H 1.475 2.299 5.735
H 1.588 3.614 3.705
H 0.108 3.904 4.596
H -1.686 1.653 3.885
H -2.218 2.109 2.313
H -2.071 3.345 3.609
H -0.855 4.797 2.350
H -0.720 3.768 0.848
H 0.701 4.453 1.556
H -0.628 -0.725 2.033
H 0.260 -1.446 3.354
H -0.866 -0.156 3.663
H 0.731 1.441 0.138
*
```

The following is a DFT calculation (the ωB97M-V functional and the def2-TZVPD basis) of 3 unconnected molecules or ions with the total composition C20H38BrIN3O4 at a distorted geometry.

HOMO energy (spin up / spin down) = -4.692 / -4.692 eV
gap between HOMO and LUMO (spin up / spin down) = 7.03 / 6.72 eV
expectation value of S² = 2.008

```
! RIJCOSX wB97M-V def2-TZVPD def2/J DEFGRID3
* xyz -1 3
O 3.069 -3.690 4.572
C 2.425 -4.155 3.620
O 3.047 -4.451 2.552
C 0.910 -4.370 3.874
I 0.417 -6.520 3.927
N 0.066 -3.785 2.800
Br -1.559 -3.243 3.645
H 0.667 -3.945 4.855
H -0.259 -4.543 2.201
C 3.191 -0.600 3.291
C 2.631 -0.296 1.888
C 3.698 0.387 1.022
C 3.910 1.861 1.355
C 2.580 2.605 1.307
C 1.515 1.980 2.216
N 1.373 0.509 2.006
O 0.676 0.332 0.915
C 1.865 2.287 3.688
C 0.187 2.718 1.992
C 2.385 -1.694 1.301
H 3.465 0.284 3.866
H 2.476 -1.173 3.881
H 4.100 -1.197 3.215
H 3.417 0.313 -0.035
H 4.648 -0.143 1.122
H 4.384 1.967 2.335
H 4.599 2.301 0.629
H 2.740 3.651 1.589
H 2.227 2.622 0.270
H 1.269 1.680 4.372
H 1.659 3.334 3.922
H 2.917 2.147 3.925
H -0.138 2.689 0.952
H 0.291 3.773 2.253
H -0.606 2.297 2.614
H 1.601 -2.229 1.833
H 3.287 -2.301 1.366
H 2.106 -1.655 0.245
C -3.781 -0.712 -4.683
C -3.723 0.607 -3.888
C -2.663 1.543 -4.486
C -1.231 1.156 -4.128
C -1.085 1.025 -2.615
C -2.091 0.044 -2.003
N -3.496 0.318 -2.442
O -3.941 1.341 -1.759
C -1.680 -1.398 -2.369
C -1.945 0.088 -0.478
C -5.098 1.239 -4.151
H -2.867 -1.299 -4.644
H -4.598 -1.344 -4.327
H -3.959 -0.511 -5.741
H -2.838 2.566 -4.136
H -2.765 1.572 -5.574
H -0.949 0.227 -4.632
H -0.546 1.925 -4.494
H -0.066 0.706 -2.376
H -1.204 2.016 -2.166
H -2.480 -2.107 -2.148
H -0.808 -1.706 -1.790
H -1.384 -1.519 -3.411
H -2.092 1.087 -0.068
H -0.942 -0.216 -0.181
H -2.652 -0.590 0.005
H -5.899 0.644 -3.707
H -5.285 1.296 -5.225
H -5.171 2.255 -3.764
*
```

The following is a DFT calculation (the ωB97M-V functional and the def2-TZVPD basis) of 3 unconnected molecules or ions with the total composition C20H38F5N2O4PS at a distorted geometry.

HOMO energy (spin up / spin down) = -7.966 / -9.104 eV
gap between HOMO and LUMO (spin up / spin down) = 8.25 / 9.38 eV
expectation value of S² = 2.008

```
! RIJCOSX wB97M-V def2-TZVPD def2/J DEFGRID3
* xyz 0 3
O -1.695 0.456 -3.872
S -1.933 1.606 -3.053
O -2.173 1.501 -1.646
P -0.243 2.886 -3.295
C -3.480 2.343 -3.798
F -4.446 1.451 -3.630
F -3.242 2.509 -5.104
C -3.951 3.704 -3.231
F -3.068 4.655 -3.549
F -4.082 3.664 -1.914
F -5.125 4.023 -3.767
H -0.688 3.492 -4.486
H -0.696 3.840 -2.366
C -1.773 -2.631 2.635
C -1.038 -1.640 3.555
C -1.907 -1.265 4.761
C -3.078 -0.349 4.408
C -2.599 0.892 3.658
C -1.755 0.560 2.425
N -0.660 -0.383 2.827
O 0.330 0.222 3.367
C -2.619 -0.020 1.301
C -1.108 1.822 1.860
C 0.243 -2.325 4.021
H -2.855 -2.520 2.659
H -1.440 -2.529 1.602
H -1.551 -3.649 2.955
H -1.276 -0.763 5.501
H -2.267 -2.188 5.224
H -3.823 -0.888 3.816
H -3.585 -0.046 5.326
H -3.449 1.501 3.338
H -2.001 1.510 4.336
H -1.992 -0.355 0.474
H -3.269 0.768 0.921
H -3.261 -0.842 1.603
H -0.528 2.350 2.613
H -1.899 2.482 1.498
H -0.452 1.580 1.022
H 0.887 -2.557 3.172
H -0.026 -3.259 4.518
H 0.801 -1.709 4.720
C 4.288 -0.926 -0.037
C 2.779 -0.741 -0.279
C 2.124 -2.066 -0.687
C 2.475 -2.515 -2.104
C 2.178 -1.412 -3.117
C 2.848 -0.077 -2.771
N 2.510 0.280 -1.351
O 1.345 0.807 -1.250
C 4.363 -0.156 -2.999
C 2.323 1.025 -3.683
C 2.166 -0.246 1.024
H 4.730 -1.721 -0.635
H 4.835 -0.003 -0.232
H 4.448 -1.189 1.009
H 1.038 -1.952 -0.612
H 2.415 -2.829 0.041
H 3.525 -2.816 -2.165
H 1.891 -3.402 -2.356
H 2.505 -1.711 -4.117
H 1.096 -1.255 -3.170
H 4.851 0.756 -2.651
H 4.546 -0.253 -4.069
H 4.838 -1.003 -2.516
H 1.240 1.095 -3.646
H 2.625 0.802 -4.708
H 2.742 1.993 -3.401
H 2.577 0.723 1.313
H 2.384 -0.960 1.819
H 1.087 -0.147 0.945
*
```

The following is a DFT calculation (the ωB97M-V functional and the def2-TZVPD basis) of a molecular structure, C20H38NO2P3Ru at a distorted geometry.

HOMO energy (spin up / spin down) = -19.407 / -22.334 eV
gap between HOMO and LUMO (spin up / spin down) = 6.00 / 6.14 eV
expectation value of S² = 6.023

```
! RIJCOSX wB97M-V def2-TZVPD def2/J DEFGRID3
* xyz 4 5
P 2.742 -0.406 0.042
C 3.473 -0.422 1.703
H 4.532 -0.711 1.623
H 2.919 -1.122 2.337
H 3.384 0.590 2.118
C 2.952 -2.099 -0.586
H 3.072 -2.114 -1.675
H 2.044 -2.662 -0.322
H 3.824 -2.548 -0.088
C 3.868 0.776 -0.780
H 4.811 0.276 -1.037
H 4.055 1.589 -0.061
H 3.407 1.218 -1.672
P -0.980 2.965 -0.799
C -1.144 3.706 0.853
H -1.529 4.731 0.731
H -0.167 3.717 1.348
H -1.844 3.088 1.428
C 0.139 4.178 -1.578
H -0.025 4.253 -2.657
H 1.182 3.885 -1.401
H -0.025 5.157 -1.109
C -2.690 3.171 -1.386
H -2.861 4.202 -1.726
H -3.353 2.946 -0.540
H -2.932 2.475 -2.194
P -2.224 -1.886 0.067
C -2.842 -2.221 1.707
H -3.291 -3.223 1.704
H -3.591 -1.458 1.944
H -2.010 -2.168 2.416
C -3.629 -1.496 -0.982
H -4.495 -1.970 -0.502
H -3.504 -1.896 -1.993
H -3.806 -0.412 -1.042
C -1.241 -3.302 -0.410
H -1.943 -4.130 -0.588
H -0.563 -3.584 0.404
H -0.641 -3.148 -1.311
Ru -0.086 0.449 -1.314
C 0.802 1.163 0.179
O 1.192 1.706 1.162
C -1.428 -0.175 0.164
O -1.903 0.531 1.051
C -1.396 0.282 -3.081
C -0.899 -1.011 -2.841
C 0.483 -1.234 -2.791
C 1.362 -0.146 -2.856
C 0.872 1.157 -3.071
C -0.509 1.357 -3.268
H -2.467 0.449 -3.122
H -1.576 -1.846 -2.721
H 0.861 -2.240 -2.645
H 2.433 -0.292 -2.767
H 1.580 1.977 -3.128
H -0.920 2.341 -3.471
C 1.404 -1.645 5.280
C 0.100 -1.568 4.466
C 0.334 -1.585 3.019
N 0.490 -1.629 1.864
H 1.956 -2.571 5.061
H 1.194 -1.599 6.356
H 2.046 -0.782 5.048
H -0.589 -2.406 4.699
H -0.413 -0.628 4.743
*
```

The following is a DFT calculation (the ωB97M-V functional and the def2-TZVPD basis) of a molecular structure, C20H39B2BrCrF4N4O4Si at a distorted geometry.

HOMO energy (spin up / spin down) = -14.878 / -14.915 eV
gap between HOMO and LUMO (spin up / spin down) = 7.21 / 4.27 eV
expectation value of S² = 6.038
energy relative to the best compared isomer or geometry (same formula, charge and spin) = 0.856 eV

```
! RIJCOSX wB97M-V def2-TZVPD def2/J DEFGRID3
* xyz 2 5
Cr -0.006 0.072 0.085
C -0.203 3.966 -1.637
C -0.075 2.518 -1.353
N 0.051 2.012 -0.181
O -0.079 2.708 0.963
B -0.931 1.926 1.929
F -1.774 1.075 1.013
F -1.630 2.738 2.708
O -0.184 0.908 2.743
N -0.068 -0.227 2.024
C -0.298 -1.396 2.502
C -0.529 -1.675 3.938
C -0.395 -2.405 1.414
N -0.394 -1.855 0.244
O -0.647 -2.595 -0.841
B -0.001 -2.091 -2.109
F -0.081 -3.023 -3.064
F 1.344 -1.795 -1.734
O -0.560 -0.786 -2.626
N -0.279 0.276 -1.860
C -0.174 1.453 -2.386
C -0.215 1.724 -3.841
C -0.536 -3.863 1.625
H -0.221 4.520 -0.702
H 0.632 4.318 -2.246
H -1.119 4.166 -2.195
H -0.544 -0.740 4.493
H -1.474 -2.200 4.081
H 0.263 -2.313 4.336
H -0.099 0.793 -4.390
H -1.170 2.167 -4.131
H 0.570 2.427 -4.120
H -0.598 -4.118 2.678
H -1.413 -4.235 1.092
H 0.319 -4.374 1.176
C 5.211 1.637 2.352
C 5.478 0.170 1.975
C 4.579 -0.711 2.842
C 6.950 -0.174 2.223
Si 5.090 0.051 0.049
Br 2.446 0.090 0.204
C 5.448 -1.892 -0.795
C 4.521 -2.052 -1.973
C 6.911 -1.872 -1.171
C 5.127 -2.879 0.301
C 5.415 1.535 -1.184
C 6.888 1.949 -1.038
C 5.124 1.169 -2.642
C 4.510 2.720 -0.808
H 5.360 1.737 3.429
H 4.183 1.930 2.135
H 5.901 2.325 1.866
H 4.861 -0.557 3.885
H 4.690 -1.771 2.632
H 3.532 -0.434 2.736
H 7.181 0.026 3.270
H 7.626 0.429 1.616
H 7.162 -1.229 2.045
H 4.693 -1.331 -2.767
H 3.469 -2.038 -1.689
H 4.724 -3.040 -2.406
H 7.127 -1.175 -1.980
H 7.173 -2.873 -1.532
H 7.566 -1.659 -0.325
H 4.101 -2.773 0.653
H 5.825 -2.827 1.134
H 5.216 -3.884 -0.127
H 7.577 1.139 -1.284
H 7.115 2.307 -0.034
H 7.086 2.768 -1.731
H 5.828 0.433 -3.030
H 5.237 2.065 -3.254
H 4.103 0.808 -2.768
H 4.682 3.077 0.204
H 3.456 2.469 -0.915
H 4.735 3.540 -1.491
*
```

The following is a DFT calculation (the ωB97M-V functional and the def2-TZVPD basis) of 6 unconnected molecules or ions with the total composition C20H39BBr10ClNO2P at a distorted geometry.

HOMO energy = -3.875 eV
gap between HOMO and LUMO = 5.64 eV

```
! RIJCOSX wB97M-V def2-TZVPD def2/J DEFGRID3
* xyz -1 1
C 2.599 -4.365 0.808
C 1.870 -4.487 -0.168
C 1.325 -4.506 -1.638
C 0.238 -3.391 -1.958
Cl -1.094 -4.434 -2.835
O -0.503 -2.819 -0.910
B -1.205 -1.630 -1.470
C -2.828 -1.727 -1.707
N -3.451 -2.326 -0.474
O -0.507 -1.332 -2.756
C 0.522 -2.265 -3.080
P 2.130 -1.284 -3.093
C 2.265 -0.050 -1.691
C 2.064 -0.640 -0.221
C 3.669 -2.347 -3.301
C 4.509 -2.560 -1.948
H 3.271 -4.493 1.692
H 0.847 -5.530 -1.762
H 2.139 -4.449 -2.414
H -1.077 -0.586 -0.877
H -3.082 -2.433 -2.570
H -3.309 -0.734 -1.963
H -3.212 -3.323 -0.405
H -2.977 -1.862 0.319
H 0.276 -2.667 -4.108
H 3.311 0.403 -1.744
H 1.554 0.816 -1.873
H 1.786 -1.727 -0.177
H 1.288 0.013 0.296
H 3.017 -0.487 0.393
H 4.366 -1.791 -4.014
H 3.470 -3.343 -3.821
H 5.208 -3.434 -2.108
H 3.762 -2.732 -1.119
H 5.122 -1.616 -1.788
Br -2.099 -3.106 5.003
C -0.235 -3.508 4.599
C 0.414 -2.385 3.831
Br -0.126 -2.396 1.961
H -0.223 -4.458 4.067
H 0.245 -3.635 5.570
H 1.498 -2.509 3.814
H 0.171 -1.400 4.226
Br 1.047 -1.395 7.353
C 1.781 0.370 6.972
C 0.702 1.423 6.970
Br -0.345 1.360 5.328
H 2.311 0.295 6.024
H 2.499 0.557 7.771
H 1.141 2.421 6.989
H 0.002 1.323 7.797
Br 2.288 2.509 1.309
C 3.111 3.905 0.232
C 2.180 4.386 -0.851
Br 2.090 3.125 -2.338
H 4.045 3.499 -0.154
H 3.332 4.710 0.933
H 2.552 5.312 -1.291
H 1.159 4.538 -0.504
Br -4.303 1.680 -2.357
C -3.828 1.776 -0.470
C -3.121 3.071 -0.149
Br -1.269 3.029 -0.747
H -3.231 0.891 -0.248
H -4.776 1.714 0.064
H -3.067 3.221 0.930
H -3.585 3.942 -0.610
Br -2.847 5.788 -2.725
C -4.530 5.099 -3.424
C -5.498 6.216 -3.721
Br -6.309 6.904 -2.087
H -4.907 4.384 -2.696
H -4.262 4.570 -4.339
H -6.333 5.850 -4.320
H -5.037 7.062 -4.227
*
```

The following is a DFT calculation (the ωB97M-V functional and the def2-TZVPD basis) of a molecular structure, C20H39MnNOP2Si at a distorted geometry.

HOMO energy (spin up / spin down) = -6.876 / -7.094 eV
gap between HOMO and LUMO (spin up / spin down) = 6.85 / 6.65 eV
expectation value of S² = 3.934
energy relative to the best compared isomer or geometry (same formula, charge and spin) = 0.000 eV

```
! RIJCOSX wB97M-V def2-TZVPD def2/J DEFGRID3
* xyz 0 4
Mn 0.519 0.545 -0.326
P -1.023 1.393 -1.809
P 1.972 -0.920 0.989
N 1.638 0.143 -1.680
H -0.808 1.902 0.782
C -0.581 3.171 -1.911
H -1.346 3.729 -2.466
H 0.389 3.258 -2.418
H -0.467 3.592 -0.905
C -2.802 1.352 -1.426
H -3.370 1.994 -2.113
H -2.964 1.677 -0.391
H -3.151 0.314 -1.501
C -0.935 0.834 -3.551
H -1.770 1.243 -4.136
H -0.971 -0.262 -3.574
H 0.018 1.153 -3.993
C 3.300 0.138 1.682
H 3.997 -0.440 2.302
H 2.851 0.948 2.266
H 3.830 0.591 0.836
C 1.333 -1.826 2.435
H 2.059 -2.580 2.768
H 0.395 -2.305 2.131
H 1.115 -1.131 3.256
C 2.925 -2.212 0.104
H 3.450 -2.862 0.818
H 3.648 -1.737 -0.571
H 2.231 -2.812 -0.497
C 2.251 -0.255 -2.764
C 3.901 0.159 -4.553
C 3.266 0.569 -3.397
C 1.964 -1.528 -3.399
C 2.618 -1.914 -4.556
C 3.586 -1.080 -5.143
H 4.653 0.806 -5.012
H 3.492 1.525 -2.916
H 1.205 -2.162 -2.929
H 2.371 -2.877 -5.012
H 4.095 -1.395 -6.053
C -0.006 2.223 1.563
O 1.169 1.830 0.914
C 0.127 3.722 1.861
H -0.621 4.082 2.577
H 0.062 4.341 0.956
H 1.125 3.866 2.307
C -0.288 1.453 2.847
H 0.627 1.361 3.445
H -0.697 0.458 2.611
H -1.053 1.971 3.442
C -4.471 -0.408 2.248
Si -3.107 -1.694 2.235
C -2.401 -1.852 3.965
C -3.802 -3.330 1.688
C -1.762 -1.119 1.115
C -0.907 -0.543 0.420
H -5.318 -0.719 2.874
H -4.853 -0.225 1.237
H -4.113 0.553 2.635
H -3.139 -2.288 4.651
H -1.518 -2.500 3.969
H -2.099 -0.881 4.375
H -4.182 -3.271 0.662
H -3.033 -4.109 1.705
H -4.627 -3.659 2.333
*
```